A molecular structure, C4H9N3O2 at a distorted geometry. Source: the Open Molecules 2025 dataset; level of theory: ωB97M-V/def2-TZVPD.

## Properties
- HOMO level (eV) = -8.373
- Kohn-Sham gap (Eh) = 0.3383
- ΔE to the lowest compared entry with this formula, charge and spin (eV) = 3.791

```
! wB97M-V def2-TZVPD RIJCOSX def2/J DEFGRID3
* xyz 0 1
C 1.591 0.350 -0.790
N 0.637 -1.556 0.354
H -0.653 -0.204 -0.606
O 1.721 0.988 -1.984
H 1.114 -1.074 1.112
H 1.013 -2.489 0.240
C -1.401 -1.241 1.026
N -1.629 1.029 1.007
H -1.283 -1.165 2.101
H -0.886 2.128 -0.594
H -1.280 3.012 1.003
N -1.626 -0.153 0.304
H -1.727 -2.181 0.604
O 2.087 0.798 0.231
H 0.609 -1.318 -1.761
C -1.255 2.093 0.433
H 2.321 1.737 -1.844
C 0.647 -0.756 -0.836
*
```

4 unconnected molecules or ions with the total composition C36H63BN3O7P at a distorted geometry. Source: the Open Molecules 2025 dataset; level of theory: ωB97M-V/def2-TZVPD.

## Properties
- HOMO level (eV) = -7.945
- Kohn-Sham gap (Eh) = 0.2415
- structure (SMILES) = CC(C)Cc1ccc(P(=O)(O)O)c2c1C(=O)c1ccc(B(O)O)cc1C2=O.CCN(CC)CC.CCN(CC)CC.CCN(CC)CC

```
! wB97M-V def2-TZVPD RIJCOSX def2/J DEFGRID3
* xyz 0 1
N -1.084 4.992 -10.450
H -0.406 2.232 -8.541
C 2.666 0.010 2.693
H 2.405 1.814 -0.306
H -0.956 0.089 -1.412
C 2.343 0.273 7.341
C 2.572 0.180 4.294
H 3.254 2.746 -6.226
H 1.434 6.412 -11.229
C 2.311 1.550 4.949
H -4.361 -8.093 8.698
H 0.588 -6.880 6.187
C 2.615 -1.119 6.675
C -5.563 -3.214 7.406
C 2.056 -2.630 2.976
C 1.718 3.796 -3.154
H -3.713 -5.890 7.982
C 2.939 2.988 -3.591
C -0.704 3.612 -10.171
C 1.433 -5.301 3.432
H 1.462 4.384 -5.947
H -1.504 3.559 -8.150
C 4.514 4.870 -3.933
H 0.236 3.339 -10.667
C 2.724 -1.141 5.136
C -1.476 5.212 -11.841
H -0.315 5.965 -8.781
C 1.254 6.008 -10.232
H -0.640 7.012 -10.117
H -5.805 -8.090 7.692
H 3.456 2.644 -2.689
C 3.543 3.738 -5.862
H 2.595 2.064 -4.069
O 0.542 3.171 7.779
H -7.986 -4.660 6.916
C 0.503 -3.858 1.226
O 3.291 0.820 1.972
H -5.082 -2.232 7.381
H 1.976 4.806 -2.826
C 2.450 4.737 -6.242
C 0.391 -2.572 0.383
O -0.011 -0.089 -1.653
H -6.608 -3.061 7.135
H -0.072 -4.774 0.851
H 2.616 5.724 -5.805
C 0.844 -5.771 5.988
H -1.287 -5.608 3.010
H -3.777 -4.033 6.568
H 4.448 4.485 -1.786
C 2.955 -2.510 4.312
H 2.231 0.280 8.482
B 1.867 3.049 7.171
C -0.410 5.017 -12.918
H 5.695 5.619 -2.292
C 0.291 -5.247 4.574
H -0.086 3.254 7.016
H -0.218 -2.561 -0.592
H -0.012 -4.150 4.686
H -1.898 6.218 -11.943
H 3.781 5.686 -3.871
H -2.310 4.537 -12.066
C -6.483 -5.964 6.020
H 2.463 -5.319 3.923
H 1.315 -6.202 2.717
H 5.294 5.203 -4.627
H -8.544 -6.285 6.565
H -5.349 -5.818 8.621
H 2.193 2.478 4.285
O 2.784 4.164 7.130
H 1.973 -5.575 6.061
N -5.165 -5.580 6.516
C 2.193 1.579 6.512
C -4.858 -4.153 6.429
C -0.586 3.301 -8.683
H -6.662 -5.481 5.053
H 1.232 3.297 -2.310
H 1.807 6.638 -9.530
H -0.778 -7.170 3.846
C 1.107 -1.244 0.822
O 3.790 -3.374 4.669
H 5.915 3.892 -2.591
H -0.886 4.994 -13.904
C -4.785 -7.706 7.768
H -4.198 -8.110 6.939
H -1.853 -5.910 4.755
H 0.304 5.840 -12.933
N 3.917 3.646 -4.452
H 0.136 4.079 -12.799
H -1.475 2.946 -10.575
C -0.978 -6.061 4.029
H -5.047 -3.803 5.408
O 2.358 0.954 -0.800
H 0.974 3.868 -3.949
C -4.749 -6.182 7.777
H -6.459 -7.033 5.783
H 4.444 3.992 -6.433
H -7.508 -6.011 7.960
H 2.431 4.861 -7.330
H 0.248 3.834 -8.220
H 2.697 -2.080 7.301
H -5.517 -3.573 8.437
P 0.892 0.277 -0.254
C -0.231 6.025 -9.872
H 1.688 5.007 -10.178
H 3.005 4.378 6.198
C -7.687 -5.709 6.926
C 1.343 -3.960 2.554
C 5.177 4.698 -2.571
O 0.135 1.360 0.528
C 1.926 -1.312 2.129
H 0.350 -5.106 6.796
*
```

A molecular structure, C6H14MnN4S5. Source: the Open Molecules 2025 dataset; level of theory: ωB97M-V/def2-TZVPD.

## Properties
- HOMO level (spin up / spin down) (eV) = -7.030 / -7.159
- Kohn-Sham gap (spin up / spin down) (Eh) = 0.2544 / 0.2507
- <S²> = 3.794
- ΔE to the lowest compared entry with this formula, charge and spin (eV) = 0.000

```
! wB97M-V def2-TZVPD RIJCOSX def2/J DEFGRID3
* xyz 0 4
H -0.066 -2.896 -2.939
H 3.660 1.364 2.677
N 2.525 0.099 1.421
H 3.035 -0.043 0.569
H 2.371 2.176 1.764
H -2.201 -1.742 -3.379
H -1.217 -2.294 -0.966
S -3.927 3.961 0.950
H 0.684 1.426 3.241
S -1.111 0.271 1.218
C 1.636 0.919 3.400
H 2.016 1.159 4.390
H -1.011 -1.264 -4.589
C 1.859 -0.915 1.993
H -0.718 0.783 -3.415
H -2.326 0.584 -3.439
S -2.677 2.068 -0.976
H 0.304 -1.879 -0.652
N 1.481 -0.525 3.226
S 1.533 -2.419 1.313
C 2.644 1.263 2.289
H 0.717 -1.026 3.648
S -2.255 1.843 1.984
C -2.944 2.683 0.643
C -0.173 -1.841 -2.683
Mn -1.406 0.261 -0.951
H 0.785 -1.357 -2.880
N -0.492 -1.638 -1.256
C -1.261 -1.208 -3.529
N -1.466 0.185 -3.073
*
```

15 unconnected molecules or ions with the total composition C60H165N15O15 at a distorted geometry. Source: the Open Molecules 2025 dataset; level of theory: ωB97M-V/def2-TZVPD.

## Properties
- HOMO level (eV) = -8.185
- Kohn-Sham gap (Eh) = 0.3187
- ΔE to the lowest compared entry with this formula, charge and spin (eV) = 5.562

```
! wB97M-V def2-TZVPD RIJCOSX def2/J DEFGRID3
* xyz 0 1
H -16.246 -26.753 -0.608
H -17.518 -21.827 -5.012
H -11.999 -18.789 1.369
C -5.293 -26.096 -3.380
H -11.392 -28.795 1.073
C -8.970 -30.521 -3.236
H -14.016 -22.724 -4.132
C -15.509 -19.175 -4.839
N -11.878 -21.048 -4.564
H -9.860 -27.699 -0.465
H -3.244 -25.706 -8.263
H -16.281 -25.775 -3.210
H -10.667 -32.020 -6.550
H -15.656 -25.494 -5.640
H -8.149 -18.572 2.030
H -13.232 -28.147 -1.648
H -15.628 -21.975 -3.895
H -18.335 -24.371 -6.682
C -12.562 -24.475 -8.460
C -4.781 -31.233 -1.916
N -13.863 -23.638 -1.039
H -12.161 -25.980 -7.025
H -11.881 -34.081 -4.982
H -8.876 -22.813 0.658
H -6.375 -20.113 -2.910
H -12.377 -24.285 -9.517
N -11.404 -23.883 -2.427
H -15.211 -23.535 -3.257
O -14.723 -31.709 -6.146
C -15.950 -26.814 -3.202
C -10.080 -19.989 -7.420
H -5.623 -33.141 -1.678
H -14.482 -25.301 -8.494
C -15.513 -28.691 -5.018
H -14.377 -26.332 -5.294
C -7.638 -23.621 -7.752
O -9.781 -20.146 -6.052
N -18.122 -21.500 -7.002
H -12.323 -23.537 -6.553
C -15.984 -32.152 -6.121
H -5.837 -33.604 -3.801
N -6.913 -23.622 -5.493
C -5.397 -31.076 -8.311
C -16.068 -22.824 -6.226
H -10.930 -19.676 -2.448
C -6.366 -27.080 -3.179
H -17.754 -27.712 -0.514
H -11.003 -23.300 -7.624
C -9.085 -26.480 1.139
C -7.388 -29.629 -7.538
H -12.024 -28.937 -9.327
C -17.604 -22.398 -5.936
C -7.265 -31.799 -2.350
N -8.499 -23.170 -1.414
H -9.305 -21.762 -4.532
H -7.884 -24.343 -8.531
N -11.663 -33.200 -4.537
H -5.338 -29.511 -6.753
C -9.125 -28.314 -6.341
H -8.176 -18.823 -5.991
H -8.076 -30.363 -7.958
H -6.760 -23.119 -8.159
H -7.951 -24.015 -1.496
H -7.163 -28.821 -8.235
H -11.322 -19.411 -0.144
H -10.149 -25.897 -4.802
H -14.278 -24.539 -0.846
H -15.765 -29.031 -6.023
H -8.647 -28.978 2.056
C -17.161 -27.036 -1.129
C -6.675 -27.402 -1.727
H -11.591 -24.513 -0.017
C -11.513 -24.995 -3.370
H -9.078 -31.285 2.306
C -16.037 -27.306 -4.672
H -3.796 -31.699 -1.942
O -7.875 -29.006 -6.318
H -13.261 -17.971 -4.775
H -17.085 -27.260 -4.966
C -12.093 -23.327 -7.597
N -11.019 -27.881 1.287
H -14.460 -28.868 -4.800
H -9.536 -25.616 0.651
H -13.395 -21.166 -1.006
C -6.504 -19.987 -3.985
C -15.755 -30.215 0.329
H -6.816 -30.594 -5.382
O -16.742 -27.646 -2.337
C -8.436 -20.980 -0.292
H -9.957 -32.222 1.137
H -11.104 -20.673 -5.094
O -7.611 -30.780 -3.310
H -6.749 -26.148 -7.776
O -12.135 -27.482 -3.221
H -6.039 -23.160 -5.701
H -5.140 -30.563 -9.237
C -11.675 -26.294 -2.510
N -6.279 -31.130 -6.049
H -8.400 -22.896 -7.465
H -6.611 -22.634 1.249
H -9.859 -18.971 -7.743
N -16.511 -32.002 -0.912
C -8.412 -18.868 1.015
H -11.900 -18.286 -2.586
N -15.325 -26.448 -5.622
C -6.030 -30.251 -7.154
H -7.874 -18.484 0.148
H -16.508 -31.972 -5.182
C -12.362 -32.853 -0.069
H -5.836 -20.708 -4.456
H -8.199 -31.834 0.877
H -12.848 -24.959 1.126
H -8.044 -26.468 0.818
H -14.965 -29.491 0.530
C -12.676 -21.602 -0.312
H -13.061 -19.054 -0.071
H -17.749 -26.131 -1.283
H -7.440 -31.294 -1.400
H -3.890 -26.779 -7.021
H -7.956 -32.637 -2.440
H -4.591 -26.636 -8.708
H -12.398 -26.137 -1.710
H -11.586 -28.863 -1.706
H -19.484 -23.538 -5.633
H -11.939 -33.085 0.909
H -14.270 -24.461 -7.245
H -11.795 -28.401 -7.717
H -15.581 -18.088 -4.815
O -5.801 -24.754 -3.175
C -6.353 -25.608 -6.915
H -9.076 -26.426 2.228
O -12.460 -20.792 0.825
H -16.413 -31.643 -6.984
H -12.490 -21.560 -5.183
H -9.628 -31.233 -3.736
C -9.745 -27.767 0.617
H -9.590 -20.713 -8.070
H -15.536 -19.546 -3.814
H -19.045 -21.219 -6.701
O -15.416 -23.631 -5.266
H -11.737 -21.670 -0.860
C -15.092 -22.895 -4.131
H -12.362 -33.685 -0.773
H -9.961 -28.911 -6.707
N -5.483 -32.671 -3.642
H -15.774 -30.911 1.168
C -7.306 -24.478 -6.542
H -5.699 -28.398 -4.746
C -4.162 -26.122 -7.848
C -12.435 -28.514 -2.295
H -5.861 -27.954 -1.257
H -12.251 -31.260 -7.124
H -16.104 -33.173 -6.482
H -16.142 -23.461 -7.108
O -8.279 -20.291 0.969
H -4.583 -26.282 -2.574
C -12.203 -19.411 0.498
H -4.078 -23.709 -3.787
C -10.256 -24.940 -4.291
H -13.019 -23.824 -1.562
H -5.340 -22.733 -3.046
H -8.675 -19.597 -3.681
C -4.849 -23.705 -3.017
H -18.189 -24.232 -4.932
H -5.982 -31.986 -8.443
H -11.749 -23.691 1.567
C -11.436 -19.062 -3.193
H -10.682 -33.024 -4.699
C -11.756 -32.004 -6.499
H -10.651 -27.946 -8.947
H -16.265 -19.707 -5.417
H -7.823 -22.188 -4.545
H -7.782 -20.510 -6.420
H -4.686 -30.358 -2.559
H -6.170 -32.182 -4.197
H -12.474 -22.363 -7.934
H -8.193 -25.002 -6.183
C -12.288 -24.116 0.721
C -8.908 -29.053 1.000
N -14.006 -24.454 -8.220
H -4.444 -31.461 -7.949
C -8.370 -19.871 -5.762
H -16.069 -29.420 -4.428
H -15.458 -21.935 -6.386
H -14.088 -33.504 -5.409
H -13.204 -20.196 -3.285
H -12.427 -24.865 -3.948
H -9.355 -27.792 -5.412
H -10.467 -23.855 -2.050
H -9.440 -20.840 -0.693
H -10.917 -27.841 2.291
H -5.393 -31.169 -5.565
H -12.328 -31.262 -4.462
N -6.091 -28.402 -3.815
H -6.120 -19.060 -4.410
H -12.507 -19.060 -5.942
H -16.749 -29.769 0.379
H -8.300 -22.604 -2.227
H -11.274 -23.087 -3.035
H -10.230 -24.144 -5.036
H -11.966 -32.897 -7.088
H -14.899 -26.854 -2.918
H -11.712 -32.070 -0.461
N -8.449 -21.591 -4.023
H -6.080 -22.631 -0.467
H -10.741 -26.522 -1.997
O -9.488 -30.258 0.588
C -18.424 -23.681 -5.843
H -9.371 -24.956 -3.654
H -15.700 -30.266 -1.797
H -12.862 -29.347 -2.853
O -14.371 -19.559 -5.571
H -9.473 -18.657 0.882
H -6.197 -26.299 -6.087
C -12.477 -19.832 -4.011
C -14.084 -31.588 -1.157
O -13.711 -32.317 0.019
C -6.801 -23.026 0.250
H -6.871 -26.517 -1.123
C -15.508 -30.961 -0.979
C -12.412 -32.138 -5.107
C -8.050 -20.221 -4.320
H -4.939 -30.773 -0.941
H -4.479 -23.931 -2.016
H -6.784 -24.108 0.377
C -9.165 -31.480 1.237
C -11.936 -25.779 -8.072
H -6.643 -24.184 -4.698
C -8.193 -22.531 -0.144
H -16.186 -32.540 -0.121
H -9.334 -30.170 -2.271
H -14.050 -32.196 -2.061
C -13.923 -32.454 -5.169
C -5.809 -32.269 -2.304
O -5.086 -25.093 -7.305
H -7.749 -20.585 -1.040
H -11.159 -20.093 -7.536
H -14.039 -22.792 0.878
C -13.160 -19.016 -5.071
C -13.257 -23.004 0.149
O -12.405 -26.860 -8.903
H -18.236 -22.155 -7.762
H -4.793 -26.202 -4.342
H -7.924 -28.975 0.538
H -7.270 -26.674 -3.632
H -13.364 -30.793 -1.351
H -9.163 -29.651 -3.864
H -14.381 -32.277 -4.196
H -9.020 -27.638 -7.190
C -11.717 -28.064 -8.751
H -16.326 -32.639 -1.673
H -6.893 -29.011 -3.736
H -10.775 -18.537 -3.883
H -10.866 -25.696 -8.258
H -7.581 -28.008 -1.700
*
```

Q: Which electronic energy values were calculated for the entries above? A: -472.45431; -2466.48103; -3598.04794; -4334.52916, in Eh.